1.
DFT (ωB97M-V/def2-TZVPD) results for a cluster of 6 separate species, C16H44Br4O16P4 in total at a distorted geometry.

HOMO-LUMO gap (eV): 10.424
Relative energy (zero: lowest compared OMol25 entry of this formula, charge and spin) (kJ/mol): 0.0
E_HOMO (Eh): -0.3680
Maximum force (eV/A): 2.3
Calculated total energy (hartree): -13501.68915

ORCA input file:
```
! RIJCOSX wB97M-V def2-TZVPD def2/J DEFGRID3
* xyz 0 1
Br 4.14 4.14 5.54
C 3.74 5.75 4.47
C 4.22 6.98 5.28
Br 3.71 8.60 4.33
H 2.66 5.81 4.38
H 4.20 5.73 3.49
H 5.29 6.92 5.41
H 3.73 6.86 6.24
Br 0.92 7.24 1.64
C 1.23 6.07 0.10
C 0.07 5.18 -0.18
Br 0.53 3.91 -1.60
H 2.18 5.58 0.31
H 1.34 6.75 -0.74
H -0.80 5.75 -0.50
H -0.18 4.51 0.64
C 2.29 -0.62 -6.02
O 2.80 -1.94 -5.82
P 2.21 -2.76 -4.58
O 0.77 -2.96 -4.62
O 3.06 -4.08 -4.66
C 2.87 -5.28 -3.96
O 2.68 -2.01 -3.26
C 4.05 -1.76 -2.94
H 3.16 -0.04 -6.37
H 1.97 -0.14 -5.10
H 1.65 -0.62 -6.90
H 2.25 -5.17 -3.07
H 3.86 -5.67 -3.71
H 2.36 -6.04 -4.56
H 4.71 -2.26 -3.65
H 4.22 -2.22 -1.97
H 4.24 -0.69 -2.87
C 0.24 -5.96 0.95
O 0.24 -4.60 1.24
P 0.13 -3.38 0.20
O 1.17 -3.40 -0.82
O 0.07 -2.09 1.10
C -0.99 -1.92 2.06
O -1.35 -3.52 -0.37
C -1.91 -2.54 -1.25
H -0.67 -6.47 1.25
H 1.06 -6.47 1.46
H 0.39 -6.19 -0.11
H -1.56 -2.85 2.10
H -1.70 -1.20 1.66
H -0.59 -1.72 3.05
H -1.15 -1.85 -1.60
H -2.75 -2.04 -0.77
H -2.24 -3.07 -2.14
C -1.92 1.80 1.28
O -0.68 2.42 1.53
P 0.64 1.52 1.50
O 0.92 0.53 2.53
O 1.72 2.69 1.48
C 3.06 2.45 1.93
O 0.63 1.02 -0.07
C 1.60 0.01 -0.42
H -1.78 0.82 0.82
H -2.57 2.35 0.59
H -2.55 1.77 2.18
H 3.34 3.16 2.71
H 3.71 2.55 1.06
H 3.17 1.45 2.33
H 1.95 -0.52 0.48
H 2.50 0.44 -0.86
H 1.08 -0.70 -1.05
C -4.96 1.31 -0.49
O -4.40 0.44 0.48
P -5.38 -0.66 1.07
O -6.77 -0.22 1.26
O -5.19 -1.96 0.13
C -5.99 -1.98 -1.07
O -4.60 -1.08 2.40
C -4.61 -2.41 2.93
H -4.84 2.33 -0.14
H -6.00 1.20 -0.78
H -4.48 1.28 -1.48
H -6.43 -2.97 -1.12
H -5.31 -1.82 -1.92
H -6.73 -1.20 -1.21
H -4.71 -3.13 2.12
H -5.33 -2.48 3.73
H -3.63 -2.67 3.33
*
```


2.
DFT (ωB97M-V/def2-TZVPD) results for a cluster of 10 separate species, C42H60F27NO18 in total at a distorted geometry.

HOMO-LUMO gap (eV): 8.260
Relative energy (zero: lowest compared OMol25 entry of this formula, charge and spin) (kJ/mol): 363.5
E_HOMO (Eh): -0.3047
Maximum force (eV/A): 6.6
Calculated total energy (hartree): -5741.78546

ORCA input file:
```
! RIJCOSX wB97M-V def2-TZVPD def2/J DEFGRID3
* xyz 0 1
C 1.51 16.66 11.42
C 1.07 15.81 10.23
N 1.15 14.34 10.41
C 0.04 13.66 9.85
C -1.11 13.69 10.85
C 2.46 13.77 10.18
C 2.75 12.49 10.97
H 0.95 16.32 12.30
H 1.19 17.69 11.28
H 2.55 16.55 11.73
H 0.07 16.11 9.91
H 1.58 16.02 9.29
H -0.16 13.99 8.83
H 0.32 12.62 9.67
H -1.94 13.07 10.51
H -0.80 13.28 11.81
H -1.48 14.68 11.13
H 3.20 14.53 10.45
H 2.69 13.64 9.12
H 3.70 11.99 10.84
H 2.07 11.68 10.69
H 2.64 12.57 12.05
C 7.73 16.03 15.67
C 7.54 16.70 17.06
O 8.63 17.63 17.18
C 8.87 18.28 18.35
O 8.10 18.25 19.31
C 10.26 19.00 18.41
F 10.89 18.47 19.42
F 10.94 18.82 17.31
F 10.07 20.28 18.74
H 7.00 15.24 15.54
H 8.68 15.50 15.70
H 7.72 16.74 14.85
H 7.60 15.86 17.75
H 6.54 17.13 17.16
C 3.98 19.16 23.84
C 3.40 18.33 25.02
O 3.79 16.98 25.04
C 3.36 16.10 24.02
O 2.60 16.49 23.08
C 3.98 14.71 23.93
F 4.56 14.68 22.70
F 4.93 14.57 24.86
F 3.05 13.80 23.98
H 3.51 20.14 23.79
H 3.79 18.63 22.90
H 5.05 19.37 23.85
H 2.32 18.45 25.04
H 3.77 18.75 25.96
C -2.09 19.17 15.55
C -1.30 20.47 15.86
O -2.06 21.60 15.51
C -1.74 22.85 15.84
O -0.69 23.19 16.39
C -2.72 23.92 15.23
F -3.80 23.31 14.74
F -3.07 24.70 16.22
F -2.18 24.71 14.28
H -1.43 18.35 15.82
H -2.20 18.98 14.48
H -3.01 19.19 16.14
H -0.36 20.51 15.31
H -1.11 20.50 16.93
C -8.43 14.72 22.05
C -9.37 13.66 21.55
O -9.31 12.41 22.26
C -10.41 11.93 22.94
O -11.50 12.56 22.93
C -10.26 10.59 23.65
F -10.34 10.80 24.93
F -11.14 9.74 23.26
F -9.08 10.13 23.35
H -7.39 14.42 21.97
H -8.65 15.10 23.04
H -8.65 15.57 21.39
H -9.23 13.43 20.50
H -10.37 14.09 21.61
C -9.07 8.78 18.40
C -8.91 8.67 16.93
O -8.92 10.00 16.34
C -9.09 10.09 15.00
O -8.99 9.12 14.20
C -9.22 11.55 14.50
F -8.05 12.07 14.21
F -9.96 11.69 13.37
F -9.73 12.32 15.50
H -9.22 7.78 18.80
H -9.92 9.39 18.71
H -8.20 9.23 18.86
H -9.73 8.01 16.66
H -7.95 8.19 16.71
C -2.99 2.88 12.96
C -3.75 3.79 11.89
O -3.46 5.18 12.04
C -4.20 5.96 12.85
O -5.19 5.57 13.43
C -3.58 7.37 13.15
F -3.53 7.66 14.50
F -2.38 7.53 12.66
F -4.31 8.26 12.56
H -1.95 3.19 13.00
H -3.03 1.82 12.72
H -3.44 2.96 13.95
H -4.81 3.51 11.95
H -3.36 3.45 10.93
C -2.26 17.43 25.98
C -2.51 17.00 24.55
O -2.34 18.06 23.62
C -3.35 18.93 23.33
O -4.51 18.92 23.77
C -2.95 20.03 22.36
F -3.49 19.80 21.16
F -3.49 21.16 22.78
F -1.60 20.21 22.24
H -1.37 18.04 26.12
H -2.29 16.63 26.72
H -3.09 18.02 26.39
H -3.54 16.68 24.37
H -1.88 16.18 24.21
C 0.48 6.14 18.15
C 1.35 7.25 18.68
O 2.34 6.67 19.53
C 3.52 7.30 19.73
O 3.71 8.44 19.39
C 4.64 6.50 20.44
F 4.09 5.39 20.96
F 5.61 6.07 19.58
F 5.20 7.28 21.43
H -0.01 5.50 18.88
H 1.07 5.48 17.51
H -0.26 6.51 17.43
H 0.72 7.97 19.21
H 1.75 7.86 17.87
C 1.08 14.46 17.99
C 0.41 13.09 18.26
O -0.87 13.26 17.73
C -1.89 13.70 18.44
O -1.75 14.22 19.57
C -3.30 13.47 17.79
F -4.11 14.54 17.96
F -3.23 13.12 16.52
F -3.84 12.51 18.51
H 1.01 14.75 16.94
H 2.14 14.37 18.19
H 0.69 15.23 18.65
H 0.49 12.84 19.31
H 0.99 12.34 17.72
*
```


- Number 1 is which compound?
  C16H44Br4O16P4